(1)
An isolated molecule of C6H4Cl2N2 at a distorted geometry. Source: OMol25; level of theory: wB97M-V/def2-TZVPD.

The geometry in XYZ format:
```
14
Properties=species:S:1:pos:R:3:forces:R:3:lowdin_charge:R:1
N 0.673596 -1.665144 -2.802388 0.120 -0.062 -0.129 0.20
C 0.494513 -1.337748 -1.718173 0.318 -0.469 -0.823 -0.25
C 0.159529 -0.860874 -0.436386 -0.283 2.312 2.937 -0.72
Cl 0.447351 -1.927787 0.955227 0.585 -0.709 -0.461 0.75
C -1.281736 -0.318899 -0.187489 -0.135 -1.363 2.041 -0.16
C -0.726816 0.882241 0.626459 -0.291 2.291 -2.824 -0.16
C 0.734545 0.693531 0.057940 -1.566 -2.649 1.433 -0.79
Cl 1.125293 1.661055 -1.287150 0.398 0.715 -0.634 0.78
C 1.675578 0.669913 1.193805 -0.975 0.152 -2.390 -0.28
N 2.263769 0.649838 2.163068 1.067 0.037 1.450 0.19
H -1.905447 -1.126163 0.400653 1.084 1.885 -1.204 0.14
H -1.767856 -0.067902 -1.078416 -0.758 0.492 -1.341 0.09
H -1.071482 1.977813 0.466753 0.159 -1.975 -0.306 0.14
H -0.820837 0.770126 1.646097 0.277 -0.657 2.250 0.08
```
Forces are in eV/Å.

Calculated values
2S+1: 1
M: 175.02 g mol⁻¹
charge: 0
energy relative to the best compared isomer or geometry (same formula, charge and spin): 1.242 eV
total energy: -34309.4347 eV
gap between HOMO and LUMO: 11.6 eV

***

(2)
The ion C9H13N4 with charge +1 at a distorted geometry. Source: OMol25; level of theory: wB97M-V/def2-TZVPD.

The geometry in XYZ format:
```
26
Properties=species:S:1:pos:R:3:forces:R:3:lowdin_charge:R:1
C -1.686473 0.764354 -1.997511 0.312 -3.691 0.425 0.03
C -1.975030 0.195387 -0.657072 1.958 1.447 0.268 -0.35
N -3.081621 -0.216437 -0.211181 -1.903 0.216 -1.918 0.11
C -2.961044 -0.665847 1.039230 0.138 0.647 1.439 -0.12
C -1.685463 -0.473104 1.469289 -0.564 -0.700 -0.251 -0.08
N -0.976135 0.026185 0.332666 3.082 0.035 1.773 0.09
C 0.545430 0.066208 0.293455 -3.396 -0.359 0.439 -0.04
N 1.340302 1.000677 -0.278259 -0.789 -3.950 2.171 -0.05
C 1.110881 2.270047 -0.790898 2.416 1.956 -2.300 0.00
C 2.561021 0.447018 -0.255259 1.540 0.607 -1.451 -0.02
C 2.573790 -0.784463 0.286625 1.609 2.027 0.055 -0.01
N 1.344394 -0.961768 0.745478 -4.435 -0.461 -0.754 -0.03
C 0.863503 -2.197262 1.406813 -0.829 1.071 2.659 0.04
H -2.047971 -0.120707 -2.510932 0.158 -0.225 -1.100 0.10
H -2.246366 1.493330 -2.469763 -1.048 2.115 0.026 0.07
H -0.641884 0.765069 -2.198972 0.772 0.461 -0.238 0.06
H -3.885948 -0.904614 1.558408 0.618 -0.342 0.242 0.12
H -1.342952 -0.760478 2.450816 0.703 0.434 -0.240 0.11
H 1.119844 2.185069 -1.895852 0.036 0.376 0.499 0.12
H 0.180005 2.559236 -0.504266 -2.590 1.305 0.856 0.07
H 1.927622 3.016097 -0.479651 -1.349 -1.239 -0.259 0.16
H 3.246556 1.028019 -0.800980 1.493 0.119 -0.090 0.14
H 3.464972 -1.289451 0.547452 0.285 -0.998 0.191 0.15
H 1.253072 -3.052975 0.923180 0.559 -0.729 -0.469 0.09
H 1.261690 -2.074462 2.464962 -0.409 -0.705 -1.221 0.13
H -0.262186 -2.315125 1.532232 1.633 0.581 -0.749 0.10
```
Forces are in eV/Å.

Calculated values
2S+1: 1
M: 177.23 g mol⁻¹
charge: +1
energy relative to the best compared isomer or geometry (same formula, charge and spin): 2.447 eV
total energy: -15495.7986 eV
gap between HOMO and LUMO: 9.0 eV

***

(3)
A structure of composition C19H41B3Cl26INO3 at a distorted geometry. Source: OMol25; level of theory: wB97M-V/def2-TZVPD.

The geometry in XYZ format:
```
94
Properties=species:S:1:pos:R:3:forces:R:3:lowdin_charge:R:1
C -4.645290 3.419693 1.758414 1.415 -0.234 0.548 -0.09
C -3.989430 2.568847 2.927520 -0.273 0.432 -0.166 -0.21
C -3.250630 1.289262 2.406824 -0.925 -0.579 0.901 -0.24
N -1.785641 1.466414 2.302431 -0.056 0.347 -1.585 0.06
B -1.421427 2.370224 1.179411 -0.346 -0.084 1.225 -0.59
O -0.772164 3.601412 1.533331 0.133 -1.164 -2.720 0.23
B 0.076119 4.031734 0.487186 0.104 -0.770 0.589 -0.29
O 0.318749 3.198960 -0.640163 -2.251 1.225 0.838 0.20
B -0.994976 2.807210 -1.077533 0.786 -0.998 -0.315 -0.49
C -1.449812 3.241622 -2.545261 -0.251 0.139 0.222 -0.06
C -2.856339 3.953543 -2.615068 -0.022 -0.191 -0.379 -0.28
C -3.947021 3.145826 -3.398507 0.784 1.323 0.247 -0.67
I -4.935835 1.625271 -2.199967 0.328 0.334 -0.538 0.76
O -1.750319 2.034949 -0.166872 1.265 1.911 0.539 0.24
H -3.890375 4.185085 1.446417 -0.679 -0.492 -0.031 0.07
H -4.807868 2.722817 0.911333 -0.343 0.695 0.356 0.02
H -5.553241 3.961305 2.082671 0.399 -0.459 -0.296 0.07
H -4.789134 2.314558 3.663724 0.604 -0.153 -0.606 0.10
H -3.256674 3.188292 3.499244 -0.480 -0.466 -0.444 0.12
H -3.416639 0.473743 3.153776 0.173 0.564 -0.504 0.08
H -3.733392 0.925263 1.457568 0.370 0.424 0.520 0.11
H -1.397638 0.555148 2.017009 -0.379 0.450 0.325 -0.03
H 0.554930 5.111037 0.568607 0.240 -0.019 0.001 0.11
H -1.457253 2.355793 -3.224074 0.074 0.533 0.412 0.11
H -0.687827 3.961437 -2.924766 -0.409 -0.701 0.192 0.12
H -2.714271 4.903028 -3.189783 -0.192 -0.674 0.381 0.11
H -3.223458 4.257893 -1.611792 0.132 -0.260 -0.548 0.10
H -4.735439 3.875237 -3.685757 0.350 -0.839 0.131 0.02
H -3.492203 2.680756 -4.313036 -0.792 0.648 1.562 -0.08
C -2.384181 -2.453880 1.065318 -0.149 0.089 -0.258 -0.97
Cl -0.905370 -1.634525 1.591726 -0.161 -0.483 -0.298 0.56
Cl -2.984602 -3.557980 2.307938 -0.014 -0.037 -0.053 0.53
H -3.144656 -1.705509 0.860357 0.074 0.008 0.125 0.03
H -2.172402 -3.021896 0.164319 0.008 -0.027 0.109 -0.02
C 1.972411 -0.604999 4.454920 0.172 -0.085 -0.198 -1.01
Cl 1.808041 -0.816021 6.203498 -0.007 -0.089 -0.019 0.55
Cl 0.465319 -0.028254 3.733426 0.437 0.312 0.388 0.53
H 2.755916 0.120539 4.259997 -0.182 -0.025 0.139 -0.07
H 2.234655 -1.560789 4.009025 -0.102 0.007 0.112 0.00
C 5.290177 1.609819 3.082682 0.130 -0.025 -0.107 -1.02
Cl 5.324656 1.153789 4.791645 0.070 -0.011 0.029 0.53
Cl 3.631880 1.757787 2.488201 -0.029 0.137 -0.161 0.54
H 5.797426 2.562889 2.962655 -0.140 -0.009 0.083 0.03
H 5.791482 0.839176 2.501899 -0.308 0.208 0.305 -0.10
C 0.318291 -4.707874 0.116225 0.029 0.152 0.066 -1.02
Cl -0.957732 -5.165790 -1.019313 -0.012 0.062 -0.025 0.53
Cl 1.265017 -6.114250 0.618784 0.031 0.008 0.024 0.54
H 0.978401 -3.992876 -0.365829 -0.026 -0.115 -0.043 0.03
H -0.135449 -4.258823 0.994400 0.003 -0.152 -0.011 -0.02
C 6.766848 -1.792295 0.543672 -0.095 -0.032 -0.096 -1.04
Cl 5.027781 -1.744481 0.221928 -0.030 -0.082 0.002 0.50
Cl 7.324734 -0.268812 1.249293 0.420 -0.219 -0.220 0.59
H 6.975735 -2.598619 1.238119 -0.099 0.116 0.048 -0.03
H 7.291573 -1.963291 -0.389243 -0.200 0.275 0.113 -0.08
C 8.151287 -4.058618 -2.436584 -0.017 -0.141 -0.146 -0.98
Cl 7.386994 -2.658342 -3.197341 0.135 -0.133 0.012 0.51
Cl 9.008448 -3.596356 -0.960807 0.336 -0.317 -0.068 0.56
H 7.382970 -4.783052 -2.183221 0.004 0.129 0.062 0.03
H 8.859281 -4.497940 -3.132607 0.027 0.128 0.069 0.03
C -5.318046 1.359536 -6.462243 -0.136 -0.228 -0.030 -0.96
Cl -3.623040 1.385749 -5.953665 0.037 -0.726 -0.952 0.58
Cl -6.158727 2.849318 -6.021405 -0.053 0.055 -0.097 0.54
H -5.358741 1.241917 -7.540582 0.086 0.129 0.063 0.03
H -5.813464 0.522606 -5.978211 0.049 0.126 0.105 0.02
C -9.243278 1.977410 -4.138025 0.052 0.190 0.043 -1.04
Cl -9.779989 1.406890 -2.554287 0.006 0.075 0.006 0.50
Cl -9.013798 0.634267 -5.264292 0.025 -0.003 -0.080 0.49
H -9.993907 2.649605 -4.542489 -0.030 -0.149 0.018 0.03
H -8.298812 2.501167 -4.021397 0.005 -0.167 0.030 -0.01
C 4.119585 -5.164407 2.678372 -0.152 0.011 -0.112 -1.03
Cl 3.435153 -4.298245 4.058226 -0.068 -0.036 -0.015 0.53
Cl 5.815308 -4.731188 2.420242 0.061 -0.134 -0.019 0.53
H 4.055325 -6.231825 2.866031 0.079 0.088 0.080 0.03
H 3.552883 -4.909622 1.787783 0.110 0.072 0.098 -0.02
C 3.811364 -1.782364 -5.207422 -0.063 -0.193 0.005 -1.01
Cl 4.267263 -1.760169 -3.501224 -0.242 0.020 -0.039 0.48
Cl 4.017349 -0.190963 -5.951155 -0.010 0.002 -0.043 0.53
H 4.439610 -2.497753 -5.729904 0.057 0.123 0.055 0.03
H 2.769214 -2.075698 -5.289368 0.041 0.124 0.050 0.03
C 2.886210 -0.328110 9.652276 -0.076 0.082 -0.087 -1.04
Cl 2.058383 -1.599393 10.559854 -0.077 0.022 -0.029 0.50
Cl 4.625317 -0.337230 9.969319 0.019 0.069 -0.056 0.50
H 2.722840 -0.491331 8.591800 0.111 -0.062 0.139 -0.06
H 2.480345 0.634835 9.946636 0.063 -0.089 0.086 0.03
C 3.471865 0.589917 -9.519091 0.017 -0.003 0.124 -1.05
Cl 4.438856 -0.299280 -10.702047 0.073 -0.011 0.060 0.50
Cl 1.907612 1.064052 -10.192585 -0.027 0.046 0.075 0.50
H 3.304591 -0.044381 -8.653971 -0.033 0.000 -0.158 -0.03
H 4.012917 1.483627 -9.223171 -0.039 -0.026 -0.131 0.03
C -4.207439 -1.751340 5.582404 0.010 -0.089 -0.112 -1.04
Cl -4.977881 -0.965223 6.966012 -0.087 -0.037 -0.008 0.51
Cl -2.558775 -1.165168 5.340452 0.025 -0.047 -0.060 0.51
H -4.176924 -2.822202 5.759251 0.048 0.091 0.076 0.02
H -4.789604 -1.540091 4.689906 0.052 0.083 0.076 0.02
```
Forces are in eV/Å.

Calculated values
2S+1: 1
M: 1412.66 g mol⁻¹
charge: 0
total energy: -363720.4399 eV
gap between HOMO and LUMO: 9.1 eV

***

> The highest charge belongs to which entry?

C9H13N4